[1]
{
  "formula": "C4H13N3S",
  "method": "ωB97M-V/def2-TZVPD",
  "elements": ["C", "N", "C", "N", "H", "H", "H", "H", "H", "H", "H", "C", "C", "S", "N", "H", "H", "H", "H", "H", "H"],
  "positions_angstrom": [[-0.869, -3.467, -0.698], [0.457, -0.300, -1.689], [-0.162, -1.416, -1.818], [-0.758, -2.009, -0.782], [-0.228, -3.851, 0.103], [-0.515, -3.905, -1.627], [-1.893, -3.764, -0.483], [0.667, 0.131, -0.575], [0.852, 0.174, -2.494], [-0.287, -1.870, -2.801], [-0.640, -1.502, 0.098], [0.310, 2.768, 1.670], [-0.238, 1.337, 1.600], [0.998, 0.069, 1.135], [1.145, 3.183, 0.546], [0.906, 2.895, 2.576], [-0.530, 3.464, 1.713], [-1.051, 1.323, 0.865], [-0.686, 1.046, 2.545], [0.627, 3.183, -0.323], [1.895, 2.509, 0.440]],
  "total_energy_ev": -19663.522,
  "e_homo_ev": -7.482,
  "fmax_ev_per_a": 1.3,
  "e_lumo_ev": 0.48,
  "relative_energy_kj_mol": 125.4,
  "orbital_gap_ha": 0.2927
}

=====

[2]
{
  "formula": "C4H13N4",
  "method": "ωB97M-V/def2-TZVPD",
  "elements": ["C", "C", "C", "C", "N", "N", "N", "N", "H", "H", "H", "H", "H", "H", "H", "H", "H", "H", "H", "H", "H"],
  "positions_angstrom": [[-0.078, -1.563, 0.561], [0.109, -2.420, 1.786], [0.982, 2.533, -0.434], [-0.261, 1.795, -0.749], [-0.938, -2.100, -0.342], [-1.427, 1.952, -0.069], [-0.297, 1.113, -1.891], [0.503, -0.490, 0.258], [-0.764, -2.486, 2.341], [0.418, -3.461, 1.467], [0.800, -1.880, 2.425], [1.292, 2.839, -1.453], [1.756, 1.874, 0.077], [0.807, 3.565, 0.030], [-1.851, -2.248, -0.038], [-0.929, -1.628, -1.191], [-2.088, 1.282, -0.223], [-1.419, 2.268, 0.922], [0.637, 0.794, -2.203], [-1.026, 0.532, -2.352], [1.146, 0.002, 0.964]],
  "total_energy_ev": -10312.701,
  "e_homo_ev": -13.158,
  "fmax_ev_per_a": 4.2,
  "total_charge": 1,
  "e_lumo_ev": -3.47,
  "relative_energy_kj_mol": 133.9,
  "orbital_gap_ha": 0.3561
}